No. 1
Entry from the Open Molecules 2025 dataset: a cluster of 4 separate species, C4H15NO3 in total at a distorted geometry (ωB97M-V with the def2-TZVPD basis set).

Calculated values
DFT total energy: -441.817703 hartree
ΔE to the lowest compared entry with this formula, charge and spin: 168.5 kJ/mol

Each line ends with the Mulliken charge.
CARTESIAN COORDINATES (ANGSTROEM)
C 2.3712 -0.0481 1.7189  -1.14
C 1.9388 1.1651 0.8560  -0.31
C 1.4579 0.8272 -0.5093  -0.46
C 0.7071 -0.2015 -0.9044  0.03
N 0.2108 -0.3078 -2.2247  -0.53
H 1.4715 -0.6756 1.9355  0.22
H 2.8044 0.1026 2.6804  0.38
H 2.8778 -0.6499 0.9795  0.33
H 1.0280 1.7081 1.2574  0.22
H 2.6941 1.9620 0.9660  0.34
H 1.9242 1.3867 -1.3402  0.15
H 0.3695 -0.9380 -0.1943  0.29
H 0.1457 -1.2905 -2.4601  0.23
H 0.7261 0.1593 -2.9493  0.24
O 1.5714 5.7313 3.6160  -0.64
H 2.0505 5.0783 3.0975  0.32
H 1.0980 6.3042 3.0044  0.32
O -6.2992 -1.6648 -2.4410  -0.64
H -6.7049 -1.0232 -3.0343  0.32
H -6.2659 -1.1818 -1.6069  0.32
O -2.3264 -5.6078 -1.0399  -0.64
H -2.4411 -5.3755 -0.1114  0.32
H -1.4095 -5.4601 -1.2958  0.32

Forces on atoms 1 to 6 (eV/Å):
-2.7 -0.6 -1.5
-1.4 1.2 2.1
1.6 -0.2 -1.5
0.3 1.3 -0.2
-0.2 -1.4 0.7
0.4 0.5 -0.1

No. 2
Entry from the Open Molecules 2025 dataset: a cluster of 2 separate species, C3H11NO in total at a distorted geometry (ωB97M-V with the def2-TZVPD basis set).

Calculated values
DFT total energy: -250.876003 hartree
ΔE to the lowest compared entry with this formula, charge and spin: 54.2 kJ/mol

Each line ends with the Mulliken charge.
CARTESIAN COORDINATES (ANGSTROEM)
C 1.3038 1.8653 -0.0070  -1.42
C 0.5133 0.6834 0.5467  0.70
C -0.1769 -0.0944 -0.5613  -1.22
N 1.2575 -0.2166 1.4398  -0.57
H 0.5575 2.4932 -0.4896  0.37
H 1.8861 2.3956 0.7412  0.38
H 2.0100 1.5885 -0.7975  0.35
H -0.1868 1.1520 1.2488  0.10
H -0.8003 -0.8966 -0.1433  0.24
H -0.9974 0.4381 -1.0556  0.36
H 0.5285 -0.4825 -1.2911  0.32
H 2.2533 -0.2286 1.3095  0.20
H 0.8730 -1.1428 1.4906  0.19
O -3.0666 -2.4260 -1.1688  -0.65
H -3.5952 -2.1336 -0.3981  0.32
H -2.3598 -2.9948 -0.8641  0.31

Forces on atoms 1 to 6 (eV/Å):
0.2 -0.6 -0.5
0.1 0.0 0.8
-1.4 0.0 0.3
0.4 0.6 0.0
0.2 0.4 0.1
-0.3 0.2 0.2

No. 3
Entry from the Open Molecules 2025 dataset: a cluster of 7 separate species, C27H72ClN9O16P3 in total at a distorted geometry (ωB97M-V with the def2-TZVPD basis set).

Calculated values
DFT total energy: -4252.808271 hartree
Charge: -1

Each line ends with the Mulliken charge.
CARTESIAN COORDINATES (ANGSTROEM)
Cl 21.1908 21.7792 -16.8145  1.25
O 20.1898 20.7244 -16.7946  -0.45
O 21.9570 21.9070 -15.5804  -0.61
O 22.1260 21.5421 -17.8904  -0.58
O 20.5143 23.0208 -17.0677  -0.53
O 16.9826 24.0245 -17.7371  -0.98
P 15.9153 23.0316 -17.8968  0.93
N 16.3853 21.4062 -17.8720  0.22
C 17.0315 20.9201 -16.6331  -1.52
C 16.9866 20.9313 -19.1148  -1.00
N 14.9660 23.2310 -19.2975  0.14
C 13.9002 22.2911 -19.6379  -1.00
C 15.5472 23.9214 -20.4633  -1.15
N 14.7943 23.1565 -16.6443  0.44
C 14.0151 21.9983 -16.2021  -1.28
C 14.4008 24.4680 -16.1844  -1.10
H 17.4951 19.9400 -16.7005  0.52
H 16.2384 20.7831 -15.8909  0.26
H 17.7317 21.6709 -16.2698  0.45
H 17.6587 21.6937 -19.5312  0.20
H 16.2329 20.7944 -19.8976  0.21
H 17.5863 20.0349 -18.9863  0.43
H 13.0318 22.5168 -19.0173  0.22
H 13.6013 22.3903 -20.6826  0.42
H 14.2381 21.2536 -19.5535  0.32
H 16.4536 24.4485 -20.1691  0.30
H 15.8345 23.1922 -21.2302  0.37
H 14.7819 24.5965 -20.8469  0.43
H 12.9324 22.1630 -16.1885  0.30
H 14.2423 21.1241 -16.8029  0.43
H 14.3120 21.8351 -15.1597  0.34
H 13.3941 24.6740 -16.5704  0.29
H 15.0738 25.1933 -16.6404  0.22
H 14.4101 24.5918 -15.1008  0.37
O 28.4817 22.0023 -16.0412  -0.89
P 27.5277 21.4381 -17.0236  0.39
N 27.1129 22.4922 -18.2626  0.30
C 27.2100 23.9286 -18.0299  -0.93
C 26.0329 22.1063 -19.1586  -1.25
N 26.0664 21.0013 -16.2937  0.27
C 25.2378 19.8930 -16.7817  -0.91
C 25.3486 21.9997 -15.4984  -1.01
N 28.0967 20.1010 -17.8447  0.30
C 28.9584 20.3119 -18.9880  -1.06
C 28.5114 18.9775 -17.0038  -1.20
H 28.0989 24.2240 -17.4813  0.26
H 26.3397 24.3447 -17.5100  0.27
H 27.2115 24.3848 -19.0236  0.37
H 26.1940 22.6853 -20.0741  0.47
H 25.0631 22.3571 -18.7148  0.33
H 26.0314 21.0586 -19.4530  0.30
H 24.8281 19.3728 -15.9118  0.38
H 24.4180 20.2796 -17.3934  0.18
H 25.8228 19.1585 -17.3324  0.40
H 25.0178 22.7809 -16.1831  0.28
H 24.4712 21.5864 -15.0030  0.34
H 25.9994 22.3312 -14.6892  0.28
H 29.9065 20.7719 -18.6808  0.37
H 29.3225 19.3772 -19.4323  0.37
H 28.5290 20.8258 -19.8442  0.27
H 29.4017 19.2555 -16.4300  0.34
H 28.7293 18.0882 -17.5915  0.39
H 27.7628 18.7168 -16.2561  0.36
O 21.4790 26.6668 -15.6428  -0.98
P 22.4421 27.0790 -14.6227  0.66
N 21.6575 27.6451 -13.2405  0.60
C 22.3120 27.6900 -11.9279  -1.17
C 20.4649 28.4490 -13.3929  -1.28
N 23.3747 28.3756 -15.1795  0.28
C 24.1038 29.2606 -14.2947  -1.27
C 23.6962 28.5918 -16.5878  -1.09
N 23.5702 25.9552 -14.1240  0.25
C 24.6581 25.6329 -15.0503  -1.26
C 23.1110 24.8202 -13.3485  -0.77
H 22.8741 28.6272 -11.8615  0.27
H 23.0561 26.9013 -11.8537  0.40
H 21.5679 27.6186 -11.1363  0.32
H 20.1639 28.5718 -14.4328  0.40
H 20.5673 29.4563 -12.9783  0.37
H 19.6366 27.9220 -12.9164  0.29
H 25.0679 29.5563 -14.7230  0.44
H 23.5498 30.1840 -14.0990  0.26
H 24.3914 28.7673 -13.3657  0.40
H 22.9656 28.1214 -17.2482  0.24
H 23.6772 29.6438 -16.8724  0.40
H 24.6531 28.0999 -16.7854  0.34
H 24.2194 25.3900 -16.0208  0.46
H 25.3746 26.4573 -15.1072  0.23
H 25.2460 24.8371 -14.5955  0.48
H 23.8640 24.3868 -12.6797  0.34
H 22.8149 23.9818 -13.9941  0.03
H 22.2545 25.0624 -12.7183  0.40
C 22.8922 13.4929 -16.1320  -0.70
O 23.2124 14.8075 -16.5187  -0.33
C 22.2427 15.5973 -16.9346  0.76
O 21.0686 15.3229 -16.9846  -0.57
O 22.7548 16.7625 -17.3201  -0.27
C 21.8691 17.7649 -17.7899  -0.67
H 23.7815 12.8713 -16.2201  0.24
H 22.0994 13.0261 -16.7125  0.32
H 22.6266 13.4750 -15.0737  0.29
H 22.4826 18.4226 -18.4018  0.20
H 21.3327 18.3593 -17.0505  0.28
H 21.1201 17.3048 -18.4405  0.42
C 19.5263 22.8171 -13.6389  0.63
O 18.9254 23.9871 -13.0506  -0.40
C 18.4461 24.9870 -13.7720  0.84
O 18.5363 25.1582 -14.9446  -0.40
O 17.8909 25.8554 -12.8883  -0.39
C 17.1432 26.9096 -13.4478  -0.50
H 20.5822 23.0174 -13.7794  -0.15
H 19.0171 22.5847 -14.5733  -0.37
H 19.2919 22.0077 -12.9515  0.26
H 16.5293 26.5987 -14.2940  0.15
H 17.7962 27.6599 -13.9087  0.18
H 16.5890 27.3555 -12.6251  0.25
C 20.2788 21.6778 -20.6061  -0.10
O 19.6321 22.4341 -21.6102  -0.40
C 19.0169 23.5838 -21.3015  0.78
O 18.9220 24.0498 -20.2112  -0.40
O 18.6557 24.2220 -22.4145  -0.36
C 18.5489 23.5533 -23.6737  -0.67
H 19.7844 21.7218 -19.6364  -0.18
H 21.3184 21.9504 -20.4184  0.28
H 20.3160 20.6295 -20.9035  0.26
H 19.5498 23.1839 -23.8972  0.30
H 18.2775 24.3014 -24.4123  0.24
H 17.8073 22.7588 -23.6293  0.27

Forces on atoms 1 to 6 (eV/Å):
-0.2 1.8 -0.5
0.6 -0.4 0.6
-0.5 -0.9 0.0
0.4 -0.7 -0.3
0.0 -0.2 0.2
-0.3 0.2 -0.6

No. 4
Entry from the Open Molecules 2025 dataset: the molecule C3H7NO2S2 at a distorted geometry (ωB97M-V with the def2-TZVPD basis set).

Calculated values
DFT total energy: -1119.992889 hartree
ΔE to the lowest compared entry with this formula, charge and spin: 386.9 kJ/mol

Each line ends with the Mulliken charge.
CARTESIAN COORDINATES (ANGSTROEM)
C -0.9985 0.0572 -0.8382  -1.41
C 0.2605 -0.0373 -0.0338  0.33
S 1.7446 0.0296 -1.0468  -0.12
S 0.2906 1.1561 1.3700  -0.15
C 0.2771 -1.5626 0.9901  -0.89
N 0.2475 -2.6252 0.0108  0.96
O -0.8314 -2.9210 -0.4545  -0.56
O 1.3103 -3.0994 -0.3243  -0.52
H -1.0325 1.0327 -1.3229  0.43
H -1.8740 -0.0445 -0.2009  0.32
H -1.0325 -0.7091 -1.6098  0.40
H 2.6012 0.0692 -0.0257  0.16
H 0.4204 2.2617 0.6401  0.16
H -0.6314 -1.5199 1.5769  0.43
H 1.2027 -1.5532 1.5488  0.46

Forces on atoms 1 to 6 (eV/Å):
-0.1 0.0 -0.3
0.6 -1.9 2.8
-0.4 0.0 -0.3
0.0 -0.4 -0.1
-0.2 3.2 -1.8
0.2 -0.3 0.2